[1]
ORCA calculation (ωB97M-V/def2-TZVPD) on a structure of composition C44H42IrN7O3PS.

As for the total energy: -3154.80469 Eh. As for the charge: +1. As for the orbital gap: 0.269 Eh. For the HOMO energy, the calculation gives -10.6 eV. The energy above the lowest of the compared OMol25 structures with the same formula, charge and spin is 83.6 kJ/mol.

The geometry in XYZ format:
```
99
Properties=species:S:1:pos:R:3:forces:R:3:lowdin_charge:R:1
H -5.004195 -2.607362 1.772670 0.01 0.02 0.00 0.106
C -1.466756 2.993189 2.101290 0.01 -0.10 0.01 -0.120
H 1.112888 -0.063644 4.819150 0.00 0.01 0.00 0.121
H -7.271466 0.168758 -2.735676 0.00 0.00 0.00 0.113
N 1.902994 -0.012260 2.461436 0.12 0.14 0.00 0.179
C 1.259987 -0.120616 -2.860542 -0.04 -0.02 -0.01 -0.303
C -0.435018 4.892365 1.054475 -0.04 -0.05 -0.01 -0.087
N -4.535556 2.110455 0.976526 0.02 0.06 -0.12 0.136
H -6.023416 -2.020375 -0.477537 -0.01 -0.01 0.00 0.073
C -1.661616 -0.453669 2.290254 -0.07 -0.03 -0.03 -0.157
C -6.549835 1.227871 -1.020475 -0.05 0.04 -0.05 -0.028
C -0.946055 0.204333 -4.457154 0.01 0.01 -0.02 -0.038
H 7.032587 -0.455720 1.966264 0.00 0.00 0.00 0.110
C 3.991228 -0.352301 -0.346633 0.11 0.01 0.05 -0.105
O -0.783753 -1.730342 -0.584001 0.96 -0.26 -0.06 -0.199
C 5.241514 -0.477679 -0.919675 -0.05 -0.02 0.01 0.007
H 4.755073 -0.233037 2.962111 0.00 0.01 0.00 0.119
H -1.213212 -0.505163 5.625224 0.00 0.01 0.00 0.119
C 4.898050 -0.298964 1.892272 -0.05 -0.01 -0.01 0.008
C -1.066287 5.733232 1.955634 -0.04 0.00 0.06 -0.056
H 2.735565 2.415310 -0.265616 0.00 -0.04 0.00 0.045
H -1.925677 -4.756435 -0.177902 -0.02 0.01 0.00 0.081
C -5.473941 -0.511088 1.806436 -0.04 -0.05 0.08 -0.144
H -0.373662 -4.217310 0.492297 0.00 0.01 -0.01 0.088
C -1.897624 5.206429 2.936847 0.03 0.03 -0.04 -0.058
C 6.161293 -0.424452 1.325686 0.03 0.00 0.01 -0.054
C -0.262800 4.371868 -4.196260 -0.01 0.00 0.00 -0.066
C -2.096019 3.836038 3.008012 -0.01 0.01 -0.02 -0.070
H 2.210475 2.586267 1.420440 0.00 -0.03 0.01 0.058
C -0.979412 0.372503 -3.097774 -0.03 0.03 0.00 -0.154
N 2.465827 -0.257553 -2.212346 0.06 0.05 0.03 0.186
C -3.973705 0.964336 0.482748 0.01 -0.12 0.11 -0.721
C -1.265956 4.495953 -3.246653 0.01 -0.01 0.00 -0.061
C 0.913118 3.704635 -3.879651 0.00 0.00 -0.01 -0.064
C -1.109378 -4.050359 -0.296828 0.03 0.05 -0.09 0.009
H -6.349499 0.125774 1.693189 0.09 -0.13 0.04 0.101
C 1.082413 3.161208 -2.616826 0.00 0.01 0.01 -0.098
C 0.073993 3.274863 -1.658695 0.05 0.01 0.01 -0.366
H -0.392323 4.800826 -5.181282 0.00 0.00 0.00 0.110
C 2.015225 2.896203 0.393973 -0.02 -0.08 -0.01 -0.187
C -0.995225 -0.415539 4.569453 0.01 -0.02 -0.01 -0.032
H -10.163537 0.957599 0.321742 0.00 0.00 0.00 0.112
H 2.005481 2.641559 -2.387195 0.00 -0.01 0.00 0.100
H 2.318193 -0.594226 -4.634110 0.00 0.00 0.01 0.120
N 0.085742 0.218564 -2.280616 -0.02 0.01 -0.07 -0.037
C 0.570588 -0.068477 2.766293 -0.08 -0.11 0.04 -0.296
Ir -0.202521 0.254869 -0.186900 -1.33 0.06 -0.13 1.120
C 0.279695 -0.158205 4.139127 -0.01 0.01 -0.04 0.012
C 2.379136 -0.135607 1.273824 -0.12 0.10 0.02 -0.299
N -0.426498 -0.125154 1.855973 0.07 0.13 0.02 -0.041
C -1.099998 3.950119 -1.981623 -0.04 -0.09 -0.01 -0.108
C -0.631900 3.510462 1.116465 0.04 0.06 0.01 -0.351
H -5.025403 -0.294505 2.779634 0.02 0.01 0.01 0.122
H -1.891804 4.040441 -1.249949 0.01 0.02 0.00 0.091
O -2.736735 -2.400989 0.258515 -0.33 0.13 0.07 -0.020
H 0.323684 -0.320989 -6.123260 0.01 0.01 0.00 0.118
H -0.605202 -4.199776 -1.250205 0.00 -0.01 0.01 0.083
N -4.486456 -0.200614 0.766530 0.03 -0.21 -0.10 0.058
C 1.348109 -0.320892 -4.247503 -0.02 0.03 0.02 0.007
H -0.912222 6.802023 1.889279 0.00 0.00 0.01 0.113
C -6.880576 1.772219 0.216915 -0.09 0.12 -0.12 -0.179
H -8.430016 2.145843 1.644459 0.00 0.00 0.00 0.127
H 1.701828 3.611054 -4.614748 0.00 0.00 0.00 0.112
C -8.817069 0.475238 -1.279535 0.00 0.00 -0.01 -0.068
H -2.997035 -0.887713 3.881340 -0.01 -0.01 0.00 0.106
C -6.633210 -2.260072 0.395819 -0.02 0.00 0.03 -0.081
C -1.607054 -2.627866 -0.189620 -0.26 0.14 0.11 -0.658
C 3.824245 -0.262947 1.024514 0.12 0.01 -0.04 -0.106
H -6.524460 -2.195422 2.551718 0.00 -0.01 0.00 0.118
H -2.746486 3.417909 3.765485 0.00 0.00 0.02 0.114
H 5.360824 -0.549159 -1.992085 0.00 0.01 0.00 0.119
H -6.895950 -3.314704 0.329347 -0.01 -0.01 0.01 0.080
C -1.988606 -0.611988 3.610848 0.02 0.03 0.01 -0.033
H -9.572269 -0.034680 -1.863109 0.00 0.00 0.00 0.112
H -1.641107 1.926516 2.161555 0.05 0.13 0.00 0.062
H 7.328801 -0.608911 -0.459358 0.00 -0.01 0.00 0.110
H -1.850666 0.356150 -5.027466 0.00 0.00 0.00 0.116
H -3.886109 2.871906 1.132825 0.02 0.03 -0.04 0.121
H -2.378940 -0.613230 1.508794 0.04 -0.06 0.07 0.043
H -4.014089 -1.002723 0.325494 0.12 -0.06 0.08 0.100
P 0.299222 2.464841 -0.046058 0.12 0.35 0.03 0.863
C -5.888620 -1.969634 1.693887 0.04 -0.02 -0.01 -0.217
S -2.629110 1.147708 -0.572734 0.55 0.22 0.06 0.780
C -5.893495 2.514013 1.043766 0.00 -0.05 0.11 -0.390
C 6.329821 -0.512537 -0.055266 0.03 0.00 0.00 -0.054
C -7.523035 0.583775 -1.768852 0.01 0.01 0.00 -0.062
H -5.547131 1.327226 -1.419096 -0.03 0.00 -0.01 0.104
H 0.192666 5.322210 0.282788 0.02 -0.02 0.01 0.113
H -7.553316 -1.674141 0.333497 0.03 0.00 -0.01 0.068
H -1.910879 0.641063 -2.633161 0.02 -0.03 0.01 0.002
H -2.391249 5.863812 3.640090 0.00 0.00 -0.01 0.113
C 0.252932 -0.163936 -5.055279 0.02 -0.02 0.00 -0.035
C 2.649672 -0.261021 -0.947700 -0.12 0.04 -0.09 -0.286
N 1.731224 -0.140579 0.067063 0.09 -0.53 0.01 -0.051
O -6.171166 3.464386 1.726573 0.01 -0.02 -0.02 0.135
C -8.187242 1.689724 0.693475 -0.01 0.03 -0.03 -0.017
H -2.181093 5.020637 -3.487771 0.00 0.00 0.00 0.111
H 2.139001 3.975437 0.319980 -0.02 0.01 0.00 0.061
C -9.150452 1.030647 -0.050275 -0.01 0.00 0.01 -0.057
```
Positions in Å, forces in eV/Å.


[2]
ORCA calculation (ωB97M-V/def2-TZVPD) on the ion CHF2O3 with charge +1.

As for the total energy: -463.59278 Eh. As for the charge: +1. As for the orbital gap (spin up / spin down): 0.328 / 0.329 Eh. For the HOMO energy (spin up / spin down), the calculation gives -19.0 / -18.8 eV. The energy above the lowest of the compared OMol25 structures with the same formula, charge and spin is 113.5 kJ/mol.

The geometry in XYZ format:
```
7
Properties=species:S:1:pos:R:3:forces:R:3:nbo_charge:R:1
F 2.261099 1.019066 0.942584 -0.59 -1.11 -1.14 -0.201
O 2.788306 -1.309938 -0.002482 1.80 -1.67 1.08 0.249
C 1.469205 0.538814 0.038863 -5.27 -0.15 1.46 1.089
O 0.296708 -0.199100 0.450523 -0.81 3.19 -1.07 -0.644
H -0.617522 0.207235 -0.022700 3.50 -1.32 1.64 0.572
O 1.970195 -0.762043 -0.626734 0.43 0.46 -1.64 0.164
F 1.167545 1.321118 -0.930087 0.94 0.61 -0.34 -0.229
```
Positions in Å, forces in eV/Å.


[3]
ORCA calculation (ωB97M-V/def2-TZVPD) on a structure of composition C41H46F5KN9O2.

As for the total energy: -3332.33353 Eh. As for the charge: -1. As for the orbital gap (spin up / spin down): 0.101 / 0.101 Eh. For the HOMO energy (spin up / spin down), the calculation gives -1.2 / -1.2 eV. The energy above the lowest of the compared OMol25 structures with the same formula, charge and spin is 360.9 kJ/mol.

The geometry in XYZ format:
```
104
Properties=species:S:1:pos:R:3:forces:R:3:lowdin_charge:R:1
F 17.161197 13.831976 13.696339 -0.23 0.78 -0.10 0.097
C 11.872340 16.094590 13.970824 1.23 -1.25 -2.89 -0.098
H 8.685831 8.873292 12.476785 -0.64 -0.52 -0.30 0.068
H 9.988820 9.806002 16.093233 -1.09 -0.90 -1.08 0.097
C 11.283084 5.522640 10.596613 -0.81 2.06 0.60 -0.094
H 7.973721 10.376328 13.211139 0.80 -0.56 -0.02 0.110
C 18.561751 10.047415 14.164230 0.59 -1.57 0.61 -0.167
C 11.063766 16.970769 8.443136 -0.01 0.05 -1.30 -0.110
C 8.692559 8.545614 9.290837 -0.50 0.20 1.36 -0.056
H 11.395982 4.538020 10.197183 0.09 -0.36 -0.35 0.073
H 6.395198 14.797180 11.733519 -0.23 -0.24 -0.25 0.092
H 9.462325 18.336831 14.893819 0.02 -0.14 0.41 0.092
H 11.879803 17.330800 7.763741 -1.09 -0.52 0.30 0.107
H 9.884936 8.825982 6.172082 -0.53 -0.78 0.37 0.097
C 10.330163 16.959119 10.758492 -0.49 0.01 0.66 -0.181
C 9.916339 17.750012 12.956982 -1.45 0.91 3.33 -0.137
K 13.750552 10.519417 11.180028 0.33 0.28 0.01 0.789
H 7.657204 8.497912 8.954358 0.06 0.42 -0.51 0.092
C 11.164811 17.416212 9.751671 0.58 -0.30 0.81 -0.057
H 9.241348 18.497869 12.535972 0.37 -0.35 -0.12 0.112
H 18.222237 9.134779 8.530992 -0.57 0.94 -0.71 0.102
C 9.118388 16.325061 10.356748 -1.09 -0.54 -0.54 -0.075
H 12.946490 10.453041 6.397554 0.31 0.08 -1.05 0.068
C 11.781094 11.283429 15.397605 0.99 -0.71 0.15 -0.026
H 8.827653 7.590698 9.774371 0.41 -0.47 0.31 0.080
C 11.185294 9.570209 13.677474 0.60 0.83 -0.27 -0.341
H 13.614230 8.847120 14.044676 -0.41 -0.45 0.02 0.081
C 8.904193 9.836961 12.903051 -0.66 0.39 -0.38 -0.067
C 11.251337 16.723552 16.303997 0.35 -0.43 0.27 -0.263
H 10.751726 4.747863 12.551384 -0.05 0.52 -0.16 0.094
H 10.372413 11.102075 5.758709 0.16 -0.02 1.38 0.104
H 6.465486 13.579602 9.541566 0.11 -0.04 -0.41 0.084
C 8.007370 16.045039 11.211431 0.16 -0.33 0.37 -0.022
C 10.805902 6.928433 12.555605 0.60 0.80 -1.39 -0.028
C 11.064782 16.783088 14.847209 -0.90 1.31 4.57 -0.330
H 14.110640 10.063661 15.077789 -0.40 0.65 -0.03 0.087
C 17.297619 10.216376 13.705678 -1.50 1.83 -0.79 -0.164
H 8.252982 9.161832 6.746603 -0.51 0.42 -0.26 0.071
N 11.423494 16.613687 17.474918 -0.47 0.34 -2.59 0.025
C 7.168953 14.389379 9.698814 0.09 -0.20 -0.20 -0.108
H 10.582221 7.010185 13.611605 0.12 0.04 0.08 0.097
H 19.481843 11.355489 7.463199 -0.08 0.72 0.64 0.092
F 20.716673 10.882991 14.725397 1.28 -0.17 0.43 0.106
C 10.021918 16.128190 8.054628 0.79 0.71 -0.01 -0.074
N 10.686109 16.995654 12.134588 -1.16 0.85 -4.54 -0.096
H 10.720461 12.237306 7.095350 -0.36 0.22 0.20 0.082
C 16.410156 11.844309 8.491058 -2.62 -1.68 1.47 -0.256
H 12.784527 15.636623 14.370317 -0.57 -0.39 -0.39 0.109
N 9.837185 9.687362 13.971112 1.01 -0.27 0.14 -0.156
F 16.392022 9.213658 13.663816 0.45 -0.64 -0.04 0.061
H 9.920107 15.758359 7.029270 0.17 0.03 0.38 0.094
H 11.718514 6.623963 8.726808 -0.35 0.10 0.66 0.114
C 17.582274 12.581830 13.809110 -0.02 -2.03 -0.81 -0.167
N 12.004415 9.992364 14.716599 -1.53 0.61 -1.31 -0.160
H 16.581891 9.246730 7.772422 0.76 0.96 0.41 0.090
C 10.854199 9.341849 8.517040 1.18 0.79 1.72 -0.318
H 17.980559 9.579170 6.756170 -0.05 0.33 1.11 0.092
H 8.189213 14.399086 7.720383 -0.67 -0.09 0.51 0.102
C 18.883813 12.352886 14.238464 0.85 0.69 -0.20 -0.129
C 10.051314 17.639895 14.318865 -0.30 0.51 -2.08 -0.068
N 17.538355 11.196556 8.106064 -1.12 -0.47 -0.19 -0.189
H 10.951429 11.861181 14.988181 -0.04 -0.35 0.27 0.103
H 8.731524 7.494570 6.913518 0.77 0.68 -0.47 0.107
C 11.417726 6.701520 9.786797 0.44 -1.35 1.45 -0.041
C 11.163591 8.128518 11.819033 0.83 -2.33 -0.13 -0.230
H 16.517993 12.947197 8.513641 0.07 -0.39 -0.04 0.147
H 11.952219 18.093454 10.028950 0.46 -0.09 0.13 0.105
H 8.989459 8.351688 15.470166 0.43 0.64 -0.27 0.096
C 11.386824 7.964467 10.400190 -0.98 0.04 0.26 -0.282
N 11.702636 9.245922 12.478373 -1.72 0.04 2.01 0.055
H 12.703018 11.836653 15.239983 0.02 0.42 -0.15 0.088
H 8.758393 9.331747 10.059037 -0.02 -0.31 -0.17 0.092
H 7.831554 16.641339 12.101210 0.51 -0.24 0.10 0.090
C 17.593436 9.733301 7.805408 -0.16 -0.45 -0.38 -0.040
H 9.369468 10.412332 12.117736 0.17 0.30 -0.31 0.085
C 13.264327 9.390761 14.917587 1.87 -0.74 0.53 -0.076
N 11.578323 9.123170 9.639732 -1.08 1.02 -2.66 0.098
C 16.739483 11.495151 13.326693 0.97 0.38 1.35 -0.346
H 9.326245 11.033301 7.218793 0.59 0.53 0.06 0.084
H 18.550519 12.866385 7.234896 0.13 -0.51 0.62 0.097
N 9.622672 8.813506 8.245549 0.06 0.01 0.02 -0.170
C 9.280490 9.416190 15.283013 1.22 0.37 1.17 -0.046
C 10.895487 5.662267 11.961468 0.34 0.15 -1.13 -0.110
O 15.594576 11.617715 12.813008 -0.26 0.01 -0.26 -0.152
C 12.668856 10.520580 7.421438 2.12 0.58 2.47 -0.097
C 10.363069 11.230248 6.898727 0.12 -1.06 -0.93 -0.046
C 18.742084 12.028544 7.946765 -0.40 -0.82 -1.41 -0.048
N 11.273759 10.298089 7.584762 -0.62 -0.74 0.46 -0.168
C 8.066237 14.825938 8.727292 -0.73 -0.76 0.13 -0.070
C 9.029208 15.794586 9.012488 0.92 0.60 0.98 -0.196
C 19.470961 11.080625 14.359866 -2.62 1.03 -0.32 -0.204
H 13.127014 11.490160 7.877834 -1.24 -1.26 -0.86 0.107
H 8.393856 10.017722 15.338685 -0.58 0.22 0.30 0.072
C 11.590691 16.082520 12.606238 2.06 -0.39 3.59 -0.090
H 12.123553 15.520568 11.886404 0.57 -0.30 -0.51 0.086
H 13.230489 9.738083 8.009951 -0.66 0.65 -0.84 0.086
H 13.268447 8.756163 15.823519 -0.10 -0.11 -0.41 0.096
O 15.304749 11.323336 8.876412 3.37 1.14 -1.42 -0.118
H 19.016863 12.392683 8.922200 0.63 0.16 0.13 0.085
H 11.770775 11.111371 16.484037 -0.61 0.24 -0.17 0.091
C 7.121353 15.011833 10.962712 0.74 1.14 -0.74 -0.103
F 18.865253 8.768886 14.545104 0.49 0.34 -0.17 0.060
F 19.653215 13.476326 14.447069 -0.30 -0.90 0.01 0.053
C 9.120041 8.549080 6.927136 0.24 -0.56 -0.34 -0.073
```
Positions in Å, forces in eV/Å.